(1)
A structure of composition C34H25Br2N4O7ScTe4, computed with ωB97M-V with the def2-TZVPD basis set.

The calculation puts the orbital gap at 3.73 eV. Its lowest unoccupied orbital energy is 3.157 eV. As for the max |F|: 0.0558 hartree/bohr. For the HOMO energy, the calculation gives -0.57 eV. As for the molecular weight: 1316.76 g/mol.

The geometry in ORCA input format:
```
! wB97M-V def2-TZVPD RIJCOSX def2/J DEFGRID3
* xyz -2 1
Sc 0.0954 0.1323 -0.1453
C -1.1562 -2.6354 1.5399
O -1.5675 -1.6893 0.5442
C -2.5536 -2.1096 -0.2941
C -3.4069 -3.1650 -0.0346
C -4.3789 -3.4667 -0.9800
Br -5.5640 -4.9136 -0.6280
C -4.5106 -2.7608 -2.1490
C -3.6427 -1.6944 -2.4155
C -2.6650 -1.3787 -1.4814
O -1.8150 -0.3228 -1.5556
C -3.8715 -0.9447 -3.6652
N -5.0726 -0.7933 -4.1755
C -4.8709 -0.0781 -5.3385
C -5.7854 0.3763 -6.2904
C -5.2959 1.0779 -7.3742
C -3.9208 1.3321 -7.5241
C -3.0005 0.8935 -6.5928
C -3.5037 0.1894 -5.5020
N -2.8865 -0.3759 -4.4138
H -1.9208 -2.7209 2.3125
H -0.2533 -2.2422 1.9884
H -0.9568 -3.5977 1.0642
H -3.3248 -3.7407 0.8736
H -5.2793 -2.9946 -2.8701
H -1.3122 -0.2059 -2.3872
H -6.8433 0.1802 -6.1708
H -5.9824 1.4442 -8.1279
H -3.5780 1.8867 -8.3888
H -1.9397 1.0817 -6.6944
H -1.8599 -0.4116 -4.2963
Te 2.5914 -2.1016 1.0626
Te 2.3145 -2.6140 3.7753
Te 1.9219 -0.0294 4.5118
Te -0.1478 0.6495 2.9251
O 6.7488 2.0687 -3.1000
C 6.2570 3.0646 -2.2949
O 6.8912 4.0966 -2.2233
C 4.9967 2.7877 -1.6220
C 4.4364 1.4936 -1.4988
C 3.1954 1.2980 -0.9684
C 2.3775 2.3965 -0.5285
C 2.9983 3.6921 -0.5782
C 4.2547 3.8608 -1.1072
N 1.1200 2.1613 -0.1528
C 0.2700 3.2501 0.1606
C -1.0343 3.0486 0.4370
C -1.9444 4.1352 0.7732
C -3.2351 3.8797 1.0494
C -3.7259 2.5205 1.0126
C -2.8418 1.5374 0.6920
N -1.5344 1.7344 0.3986
H 6.0767 1.3803 -3.1761
H 4.9920 0.6104 -1.8053
H 2.8017 0.2948 -0.8934
H 2.4820 4.5648 -0.2114
H 4.6909 4.8512 -1.1601
H 0.6322 4.2678 0.1788
H -1.5547 5.1459 0.8044
H -3.9076 4.6918 1.3054
H -4.7558 2.2806 1.2374
H -3.1733 0.5026 0.6629
O 1.2976 -1.3234 -0.2235
Br 2.6448 -1.4426 -5.3009
C 2.7765 0.4083 -4.8850
C 3.8995 1.0849 -5.3440
C 4.0596 2.4293 -5.0501
C 3.1103 3.0883 -4.2799
C 2.0155 2.3933 -3.8015
C 1.8236 1.0457 -4.1082
C 0.5858 0.3909 -3.5536
O -0.1827 -0.2156 -4.3265
O 0.3642 0.5912 -2.3309
H 4.6407 0.5540 -5.9265
H 4.9405 2.9521 -5.4002
H 3.2437 4.1293 -4.0187
H 1.2909 2.8755 -3.1567
*
```

(2)
A structure of composition C35H31ClN2PPdS2, computed with ωB97M-V with the def2-TZVPD basis set.

The calculation puts the orbital gap at 6.34 eV. Its lowest unoccupied orbital energy is 2.283 eV. As for the max |F|: 0.0566 hartree/bohr. For the HOMO energy, the calculation gives -4.05 eV. As for the molecular weight: 716.63 g/mol.

The geometry in ORCA input format:
```
! wB97M-V def2-TZVPD RIJCOSX def2/J DEFGRID3
* xyz -1 1
Pd -0.6396 -0.9013 0.2322
C 5.6801 -3.5515 -1.7955
C 4.6290 -3.6997 -2.6843
C 3.3730 -3.2309 -2.3565
C 3.1249 -2.6003 -1.1331
C 4.1869 -2.5018 -0.2294
C 5.4462 -2.9599 -0.5633
C 1.7891 -2.0688 -0.8816
C 1.4368 -1.1929 0.0663
C 2.2366 -0.3874 0.9428
C 2.0194 -0.3509 2.3290
C 2.7685 0.4844 3.1294
C 3.7416 1.3089 2.5812
C 3.9386 1.3101 1.2063
C 3.1963 0.4825 0.3950
H 6.6690 -3.9069 -2.0497
H 4.7895 -4.1818 -3.6400
H 2.5621 -3.3507 -3.0610
H 4.0160 -2.0767 0.7469
H 6.2556 -2.8521 0.1473
H 1.0248 -2.4304 -1.5801
H 1.2579 -0.9925 2.7622
H 2.6030 0.4822 4.1986
H 4.3326 1.9549 3.2160
H 4.7006 1.9408 0.7662
H 3.3436 0.4885 -0.6746
Cl -0.5311 -2.7267 1.7428
S -2.9578 -1.6539 -0.2210
C -2.2018 -2.8300 -1.1504
N -1.8896 -4.0771 -0.6495
C -1.1153 -4.8645 -1.5785
C -1.7415 -4.6296 -2.9485
S -2.2841 -2.8845 -2.9237
H -1.5241 -4.0196 0.3114
H -1.1720 -5.9174 -1.2929
H -0.0611 -4.5502 -1.5893
H -2.6247 -5.2475 -3.1063
H -1.0436 -4.7638 -3.7706
N 0.0652 0.8585 -0.5898
P -1.1423 1.6091 0.0148
C -1.5927 1.3011 1.7824
C -0.6474 1.7308 2.7147
C -0.8740 1.5570 4.0678
C -2.0408 0.9486 4.5017
C -2.9592 0.4740 3.5770
C -2.7429 0.6472 2.2201
C -0.8471 3.4241 0.0789
C -1.7493 4.3502 0.5869
C -1.4341 5.6965 0.5791
C -0.2160 6.1259 0.0766
C 0.7019 5.1993 -0.3963
C 0.3804 3.8550 -0.3996
C -2.6692 1.4641 -0.9931
C -3.9332 1.9568 -0.6951
C -4.9705 1.7745 -1.5952
C -4.7543 1.1066 -2.7884
C -3.4948 0.6095 -3.0897
C -2.4613 0.7919 -2.1947
H 0.2614 2.1993 2.3554
H -0.1475 1.9065 4.7899
H -2.2304 0.8388 5.5616
H -3.8534 -0.0319 3.9170
H -3.4735 0.2974 1.4999
H -2.6893 4.0113 0.9992
H -2.1415 6.4163 0.9712
H 0.0256 7.1806 0.0673
H 1.6665 5.5231 -0.7607
H 1.0708 3.1012 -0.7569
H -4.1201 2.4595 0.2439
H -5.9576 2.1510 -1.3547
H -5.5707 0.9642 -3.4822
H -3.3222 0.0657 -4.0070
H -1.4717 0.3868 -2.3927
*
```

(3)
The molecule C7H11N3O4, computed with ωB97M-V with the def2-TZVPD basis set.

The calculation puts the orbital gap (spin up / spin down) at 8.41 / 8.29 eV. Its lowest unoccupied orbital energy (spin up / spin down) is -0.862 / -0.800 eV. As for the max |F|: 0.0770 hartree/bohr. For the HOMO energy (spin up / spin down), the calculation gives -9.27 / -9.09 eV. As for the molecular weight: 201.18 g/mol.

The geometry in ORCA input format:
```
! wB97M-V def2-TZVPD RIJCOSX def2/J DEFGRID3
* xyz 0 1
C -0.5479 0.2632 -1.8090
C 0.2477 -0.6856 -0.9899
C 1.7248 -1.0929 0.8793
C -1.0095 -0.1521 -3.1370
C 2.8650 -1.2737 0.0104
C -0.9516 0.3387 2.9006
C -1.2111 0.7417 1.4114
N 0.6569 -0.2116 0.2050
N 0.1118 0.8468 0.8255
N -0.7825 1.4393 -1.3484
O -1.4942 2.3836 -1.6832
O 0.5980 -1.7249 -1.5165
O 1.5027 -1.4931 1.9564
O -1.9726 1.8961 1.2663
H -1.0073 -1.2971 -3.0844
H -0.3063 0.2275 -3.9253
H -2.0738 0.0523 -3.4074
H 3.6233 -0.4683 0.4868
H 2.6867 -1.0018 -1.0375
H 3.2899 -2.2109 0.1978
H -0.3942 -0.5753 2.8262
H -0.3523 1.2138 3.3592
H -1.9537 0.1992 3.1685
H -1.7206 -0.0053 0.7201
H -1.5292 2.5903 1.7252
*
```

(4)
A cluster of 6 separate species, C9H35B2O4 in total, computed with ωB97M-V with the def2-TZVPD basis set.

The calculation puts the orbital gap at 8.01 eV. Its lowest unoccupied orbital energy is 2.795 eV. As for the max |F|: 0.0358 hartree/bohr. For the HOMO energy, the calculation gives -5.22 eV. As for the molecular weight: 229.00 g/mol.

The geometry in ORCA input format:
```
! wB97M-V def2-TZVPD RIJCOSX def2/J DEFGRID3
* xyz -1 1
O 0.1851 -0.0663 -0.4185
H -0.1091 -0.0918 0.5461
H 0.3987 0.8886 -0.6880
H 1.0529 -0.5458 -0.4431
B 1.2495 2.5739 0.2489
H 1.1464 2.1720 -0.9216
H 0.2321 2.1926 0.7728
H 2.2116 2.0578 0.7580
H 1.2144 3.7802 0.3014
B 0.1924 -0.2559 2.5909
H 1.3334 0.1311 2.6003
H -0.0154 -1.1004 1.7320
H 0.0420 -0.8023 3.6667
H -0.5463 0.6813 2.4133
C 4.5973 -0.3758 -0.0204
C 3.5356 -1.0902 -0.8322
C 4.0327 -2.3759 -1.5088
O 2.3731 -1.3290 -0.0348
H 5.4958 -0.2088 -0.6159
H 4.8852 -0.9729 0.8521
H 4.2161 0.5811 0.3360
H 3.2160 -0.4141 -1.6283
H 5.1082 -2.3219 -1.6749
H 3.5598 -2.4996 -2.4864
H 3.7578 -3.2752 -0.9559
H 2.6524 -1.7779 0.7689
C -4.4438 -2.6060 2.4727
C -3.7617 -1.4514 3.1795
C -3.1052 -1.9179 4.4682
O -2.7991 -0.9198 2.2898
H -5.2225 -2.2519 1.7881
H -4.9737 -3.2657 3.1691
H -3.7522 -3.2133 1.8921
H -4.4715 -0.6493 3.4261
H -3.8137 -2.1165 5.2748
H -2.4139 -1.1526 4.8337
H -2.4965 -2.8049 4.2780
H -2.0170 -0.5955 2.7692
C -0.2118 1.9598 -4.6411
C -0.7930 2.1235 -3.2400
C -1.9017 3.1845 -3.2835
O -1.3720 0.8919 -2.8182
H -0.7870 1.3787 -5.3607
H 0.8245 1.6033 -4.6176
H -0.0513 2.9500 -5.0954
H 0.0015 2.4296 -2.5654
H -1.5033 4.1870 -3.4559
H -2.5314 3.1141 -2.4018
H -2.4918 3.0077 -4.1937
H -1.9296 0.5599 -3.5265
*
```

(5)
The molecule C2H6N2, computed with ωB97M-V with the def2-TZVPD basis set.

The calculation puts the orbital gap at 8.80 eV. Its lowest unoccupied orbital energy is 0.851 eV. The structure (SMILES) is C/C=N\N. As for the max |F|: 0.1874 hartree/bohr. For the HOMO energy, the calculation gives -7.94 eV. As for the molecular weight: 58.08 g/mol.

The geometry in ORCA input format:
```
! wB97M-V def2-TZVPD RIJCOSX def2/J DEFGRID3
* xyz 0 1
C -1.1799 0.2683 -0.0112
C -0.3109 -0.8968 -0.0394
H -1.3412 1.1069 -0.8981
H -0.9359 0.9272 0.8457
H -2.2460 -0.3295 0.1670
H -0.7848 -1.7909 -0.0819
H 2.8175 0.1539 0.4152
H 1.2914 1.1714 -0.2399
N 1.0057 -0.8080 -0.0872
N 1.6841 0.1975 -0.0701
*
```

(6)
A cluster of 2 separate species, CHFIPS in total, computed with ωB97M-V with the def2-TZVPD basis set.

The calculation puts the orbital gap (spin up / spin down) at 7.26 / 7.51 eV. Its lowest unoccupied orbital energy (spin up / spin down) is -2.470 / -1.406 eV. As for the max |F|: 0.0270 hartree/bohr. For the HOMO energy (spin up / spin down), the calculation gives -9.73 / -8.92 eV. As for the molecular weight: 221.96 g/mol.

The geometry in ORCA input format:
```
! wB97M-V def2-TZVPD RIJCOSX def2/J DEFGRID3
* xyz 0 1
C 0.5747 0.2443 0.8362
F 1.6439 -0.5362 0.7508
P -0.3121 0.5088 -0.6952
S 0.3879 1.3093 2.0561
I 0.3769 -1.3655 -2.0655
H -2.6714 -0.1607 -0.8824
*
```

> Which of these has the highest max |F|?

C2H6N2